{
  "formula": "H2O2",
  "method": "ωB97M-V/def2-TZVPD",
  "elements": ["H", "H", "O", "O"],
  "xyz": [[0.7603, -0.7193, -0.4830], [-0.7873, 0.4317, 0.7296], [-0.1232, -0.2309, -0.7467], [0.1502, 0.5185, 0.5001]],
  "homo_energy_ev": -10.5,
  "smiles": "OO",
  "multiplicity": 1,
  "e_above_lowest_kj_mol": 47.6
}



{
  "formula": "C14H12ClI2NW",
  "method": "ωB97M-V/def2-TZVPD",
  "elements": ["W", "I", "C", "I", "H", "H", "Cl", "N", "C", "C", "C", "C", "C", "C", "C", "C", "C", "C", "C", "C", "C", "H", "H", "H", "H", "H", "H", "H", "H", "H", "H"],
  "xyz": [[-0.2348, -0.1964, -0.3336], [1.4593, 0.2256, 1.8411], [2.3586, 1.9207, 0.9175], [1.3757, 2.1069, -0.9639], [3.4139, 1.7282, 0.7578], [2.1740, 2.8056, 1.5171], [-2.1692, 0.5182, -1.0923], [-0.1141, -1.9473, -0.2573], [-0.0219, -3.2874, -0.1989], [-0.0171, -4.0375, -1.4175], [0.3904, -3.4468, -2.6308], [0.3869, -4.1849, -3.7903], [-0.0587, -5.5076, -3.7689], [-0.4986, -6.0956, -2.5878], [-0.4754, -5.3726, -1.4139], [0.0580, -3.8718, 1.1208], [0.8147, -5.0385, 1.3280], [0.9237, -5.5726, 2.5979], [0.2684, -4.9664, 3.6628], [-0.4858, -3.8096, 3.4702], [-0.5796, -3.2526, 2.2131], [0.7424, -2.4242, -2.6414], [0.7249, -3.7443, -4.7176], [-0.0737, -6.0792, -4.6876], [-0.8707, -7.1104, -2.5913], [-0.8624, -5.8090, -0.5040], [1.3554, -5.4849, 0.5047], [1.5225, -6.4577, 2.7609], [0.3439, -5.3974, 4.6524], [-1.0111, -3.3610, 4.3022], [-1.2011, -2.3812, 2.0515]],
  "total_charge": 2,
  "homo_energy_ev": [-15.3, -15.3],
  "multiplicity": 1,
  "e_above_lowest_kj_mol": 61.1
}



{
  "formula": "C3H8N2",
  "method": "ωB97M-V/def2-TZVPD",
  "elements": ["C", "C", "C", "N", "N", "H", "H", "H", "H", "H", "H", "H", "H"],
  "xyz": [[0.4638, -0.5340, 0.3571], [-1.6355, 0.6561, -0.0958], [1.5257, 0.4354, -0.1462], [-0.8641, -0.5420, -0.0784], [0.5400, -1.8674, -0.0701], [-0.2494, -2.5131, -0.1344], [0.4113, -0.5510, 1.4708], [-2.6943, 0.4228, 0.0194], [-1.2833, 1.4179, 0.6155], [-1.5850, 1.0845, -1.1102], [1.4081, 1.4197, 0.3060], [1.4502, 0.5270, -1.2286], [2.5124, 0.0441, 0.0951]],
  "homo_energy_ev": [-8.5, -8.7],
  "multiplicity": 1,
  "e_above_lowest_kj_mol": 597.2
}



{
  "formula": "C6H9P",
  "method": "ωB97M-V/def2-TZVPD",
  "elements": ["C", "C", "C", "C", "C", "C", "P", "H", "H", "H", "H", "H", "H", "H", "H", "H"],
  "xyz": [[-0.0308, -1.3601, -0.7270], [1.2473, -1.1614, -0.7464], [-0.8420, 0.8514, -0.3307], [0.5808, 1.3137, -0.2440], [-0.2121, -0.4993, 1.7051], [-0.7631, -0.5284, 0.3149], [1.8897, 0.1566, 0.4302], [-0.5984, -1.8658, -1.5082], [1.9461, -1.4437, -1.5437], [-1.2722, 1.6093, 0.2883], [-1.3415, 0.7443, -1.3786], [1.0030, 1.6869, -1.2351], [0.4883, 2.2450, 0.2924], [-0.4219, 0.4034, 2.2508], [0.1719, -1.4661, 2.0980], [-1.8451, -0.6859, 0.3339]],
  "homo_energy_ev": -8.0,
  "multiplicity": 1,
  "e_above_lowest_kj_mol": 251.4
}



{
  "formula": "C20H21BF6N15NaO6S2",
  "method": "ωB97M-V/def2-TZVPD",
  "elements": ["Na", "C", "C", "N", "N", "C", "B", "N", "C", "C", "C", "N", "N", "C", "C", "C", "N", "H", "H", "H", "H", "H", "H", "H", "H", "H", "H", "F", "C", "F", "F", "S", "O", "O", "N", "S", "O", "O", "C", "F", "F", "F", "N", "N", "C", "O", "O", "H", "H", "H", "N", "C", "N", "C", "N", "N", "C", "N", "C", "C", "C", "C", "C", "N", "H", "H", "H", "H", "H", "H", "H", "H"],
  "xyz": [[0.0820, -0.8620, 0.2689], [-0.8953, -1.2845, -4.4484], [-1.1909, -0.8461, -3.1455], [-0.2026, -1.1328, -2.3132], [0.7394, -1.7584, -3.0432], [0.3530, -1.8616, -4.3286], [2.0789, -2.1985, -2.4142], [1.8558, -3.2823, -1.3456], [2.4496, -4.4886, -1.2721], [1.9773, -5.1345, -0.1488], [1.0729, -4.2171, 0.4150], [1.0103, -3.1113, -0.3108], [2.7932, -0.9627, -1.8137], [3.8879, -0.3439, -2.2953], [4.1468, 0.7543, -1.5000], [3.1229, 0.7205, -0.5373], [2.3171, -0.3109, -0.7368], [-1.4996, -1.1999, -5.3360], [-2.0555, -0.3203, -2.7705], [0.9916, -2.3370, -5.0552], [2.7831, -2.6537, -3.2888], [3.1592, -4.7942, -2.0238], [2.2413, -6.1158, 0.2078], [0.4658, -4.3012, 1.3054], [4.4010, -0.7361, -3.1583], [4.9520, 1.4636, -1.5951], [2.9282, 1.3932, 0.2823], [-1.4876, -0.6630, 3.9382], [-0.4274, -1.0627, 4.6307], [-0.5281, -0.5607, 5.8760], [-0.4238, -2.3870, 4.7216], [1.1277, -0.4782, 3.8322], [1.1157, -1.0689, 2.5267], [2.1598, -0.8421, 4.7580], [0.9232, 1.0886, 3.8686], [0.3368, 1.9564, 2.7029], [0.4103, 1.3846, 1.3864], [-0.8587, 2.6529, 3.0836], [1.6085, 3.2916, 2.6640], [1.2855, 4.1908, 1.7245], [1.6954, 3.9367, 3.8336], [2.8210, 2.8094, 2.3703], [-2.1391, -3.5867, -1.2470], [-2.4735, -3.9490, 0.0793], [-2.0981, -3.1176, 1.1680], [-2.0713, -3.6583, 2.2827], [-1.8806, -1.8991, 0.8765], [-2.7633, -2.8334, -1.5108], [-1.2117, -3.1644, -1.2451], [-2.2849, -4.9201, 0.2663], [-3.6772, 0.0885, 1.5050], [-3.3471, 1.3381, 1.1711], [-3.9495, 2.3562, 1.8164], [-3.5148, 3.5523, 1.4618], [-4.0987, 4.6382, 2.0876], [-2.5817, 3.8274, 0.5496], [-2.0686, 2.7378, -0.0302], [-2.4258, 1.4945, 0.1989], [-0.9407, 2.9628, -0.9911], [-0.3981, 4.2333, -1.1532], [0.7011, 4.3768, -1.9830], [1.2130, 3.2579, -2.6192], [0.5885, 2.0356, -2.4048], [-0.4642, 1.8903, -1.6131], [-4.2059, -0.0100, 2.3543], [-3.0331, -0.6809, 1.2404], [-4.4836, 4.4018, 2.9883], [-3.4974, 5.4466, 2.0897], [-0.8265, 5.0635, -0.6115], [1.1629, 5.3483, -2.1165], [2.0884, 3.3151, -3.2532], [0.9577, 1.1282, -2.8727]],
  "total_charge": -2,
  "homo_energy_ev": -3.2,
  "multiplicity": 1,
  "e_above_lowest_kj_mol": 11.6
}



{
  "formula": "C16H43BGaN2O7",
  "method": "ωB97M-V/def2-TZVPD",
  "elements": ["C", "C", "C", "C", "Ga", "O", "B", "O", "O", "H", "H", "H", "H", "H", "H", "H", "H", "H", "H", "H", "H", "H", "C", "O", "C", "C", "N", "C", "C", "O", "C", "H", "H", "H", "H", "H", "H", "H", "H", "H", "H", "H", "H", "H", "H", "H", "C", "O", "C", "C", "N", "C", "C", "O", "C", "H", "H", "H", "H", "H", "H", "H", "H", "H", "H", "H", "H", "H", "H", "H"],
  "xyz": [[3.3459, 4.3629, -2.7604], [3.0316, 3.7646, -4.2719], [2.0508, 2.4584, -4.1256], [4.3668, 3.5310, -5.1948], [5.7624, 2.2240, -4.4104], [6.8699, 1.6540, -5.8917], [6.1107, 0.6740, -6.7266], [6.5773, 0.4148, -8.1175], [4.9158, -0.0623, -6.2422], [3.7505, 5.4798, -2.8600], [4.1087, 3.7043, -2.1430], [2.2860, 4.3973, -2.2123], [2.3986, 4.6171, -4.8182], [0.9568, 2.8242, -4.3928], [2.0339, 2.1546, -2.9737], [2.3422, 1.5423, -4.7955], [4.9061, 4.5857, -5.3198], [4.0567, 3.1933, -6.2826], [5.1580, 0.9311, -3.6920], [6.7748, 2.9616, -3.3681], [5.8332, -0.0808, -8.5730], [5.1852, -0.5174, -5.3912], [2.9098, 0.4161, -1.3239], [1.5361, 0.5518, -0.9842], [0.7216, -0.4869, -1.5433], [0.1247, -1.3467, -0.4184], [1.1624, -2.1564, 0.2288], [0.7040, -2.8195, 1.4545], [0.3392, -1.9131, 2.6470], [1.4557, -1.2113, 3.1978], [1.7251, 0.0406, 2.5808], [3.4462, 1.2850, -0.9342], [3.3329, -0.4840, -0.8666], [3.0406, 0.3823, -2.4096], [1.2689, -1.0997, -2.2689], [-0.0961, 0.0072, -2.0768], [-0.6410, -2.0091, -0.8388], [-0.3541, -0.6786, 0.3017], [1.9522, -1.5566, 0.4637], [1.5180, -3.4822, 1.7719], [-0.1499, -3.4642, 1.2157], [-0.0237, -2.5667, 3.4486], [-0.4865, -1.2299, 2.4218], [0.8186, 0.5304, 2.2128], [2.4457, -0.0882, 1.7710], [2.1887, 0.6917, 3.3271], [-6.0949, 0.8426, 5.3791], [-6.3474, -0.5564, 5.3780], [-7.1891, -0.9669, 4.2926], [-6.4055, -1.8834, 3.3404], [-5.3888, -1.1261, 2.6028], [-4.4569, -1.9772, 1.8548], [-3.5198, -2.8826, 2.6786], [-2.5616, -2.1617, 3.4560], [-3.0165, -1.7877, 4.7497], [-5.5213, 1.0862, 6.2770], [-5.5029, 1.1281, 4.5037], [-7.0318, 1.4071, 5.3987], [-7.6260, -0.1145, 3.7596], [-8.0114, -1.5401, 4.7315], [-7.1013, -2.3428, 2.6286], [-5.9456, -2.6767, 3.9348], [-4.8523, -0.5631, 3.2615], [-3.8330, -1.3029, 1.2561], [-5.0232, -2.5924, 1.1458], [-2.9359, -3.4752, 1.9649], [-4.0645, -3.6072, 3.2932], [-3.7240, -2.5085, 5.1701], [-3.4601, -0.7908, 4.7171], [-2.1469, -1.7343, 5.4107]],
  "total_charge": -1,
  "homo_energy_ev": -4.8,
  "multiplicity": 1,
  "e_above_lowest_kj_mol": 205.3
}



Per-record M, g mol⁻¹: 34.01, 667.36, 72.11, 112.11, 779.41, 456.06